No. 1
C30H53BFN5O8PS2Si | ωB97M-V with the def2-TZVPD basis set

Cartesian coordinates (Å):
1 C -3.3709 -3.1049 -2.4290
2 C -3.3694 -1.8082 -1.5897
3 C -2.6454 -0.6231 -2.2846
4 C -1.4295 -0.0709 -1.5515
5 F -0.8323 -1.0634 -0.7873
6 C -0.3739 0.3941 -2.6086
7 C -1.0139 1.2650 -3.6811
8 C -0.7724 0.9233 -5.0008
9 C -1.3249 1.6180 -6.0483
10 C -2.1576 2.6899 -5.8057
11 C -2.4067 3.0481 -4.5010
12 C -1.8516 2.3434 -3.4565
13 C 0.8877 1.0016 -1.9380
14 C 1.8232 -0.0909 -1.3536
15 C 3.1214 0.5226 -0.8636
16 C 4.0980 -0.4880 -0.2756
17 C 5.4349 0.2267 -0.1121
18 N 5.2267 1.2721 0.8875
19 C 4.8935 1.0903 2.1813
20 C 4.7189 2.3017 2.7910
21 C 4.9986 3.2871 1.7950
22 C 5.3070 2.6159 0.6526
23 N 1.6839 1.7936 -2.8872
24 C 2.1471 1.2005 -3.8501
25 O 2.5098 0.6875 -4.8249
26 N 0.5744 1.8844 -0.7587
27 C 0.3875 3.3122 -1.1174
28 B -0.4960 4.2063 -0.1397
29 O -1.7234 4.6079 -0.6050
30 O -0.1306 4.6380 1.1128
31 C -0.4942 1.3645 -0.0267
32 N -0.2773 1.0820 1.2295
33 P 1.1896 1.2732 2.1732
34 O 1.9625 0.0448 2.1300
35 O 0.5819 1.4642 3.6374
36 O 1.9490 2.6145 1.8370
37 N -1.6711 1.0995 -0.6647
38 Si -3.2113 1.2698 0.2405
39 C -3.6977 -0.2594 1.2619
40 C -4.7038 1.6843 -0.8178
41 C -3.1220 2.6726 1.5220
42 H -3.0308 -2.9627 -3.4555
43 H -4.3935 -3.4760 -2.4893
44 H -2.7783 -3.8606 -1.9138
45 H -2.9583 -2.0358 -0.6110
46 H -4.4076 -1.4993 -1.4571
47 H -2.2549 -1.0483 -3.2097
48 H -3.3325 0.1486 -2.6182
49 H -0.0581 -0.5238 -3.1089
50 H -0.1462 0.0663 -5.2203
51 H -1.1214 1.3342 -7.0719
52 H -2.6226 3.2382 -6.6121
53 H -3.0531 3.8853 -4.2714
54 H -2.0857 2.6656 -2.4522
55 H 1.9715 -0.9317 -2.0353
56 H 1.3716 -0.5251 -0.4586
57 H 2.9182 1.2951 -0.1297
58 H 3.6692 1.0071 -1.6742
59 H 3.7994 -0.8012 0.7240
60 H 4.2063 -1.3809 -0.8946
61 H 6.2194 -0.4401 0.2495
62 H 5.7899 0.6694 -1.0402
63 H 4.7509 0.1421 2.6722
64 H 4.4302 2.4892 3.8105
65 H 4.9775 4.3626 1.8568
66 H 5.5860 2.9519 -0.3324
67 H 1.3895 3.7553 -1.1266
68 H 0.0016 3.4692 -2.1231
69 H -1.9174 5.4507 -0.1649
70 H 0.8140 4.8317 1.1846
71 H -1.0424 0.6717 1.7647
72 H 0.4283 2.4137 3.7837
73 H 2.9127 2.4557 2.0390
74 H -2.8790 -0.9808 1.3225
75 H -4.5786 -0.7328 0.8329
76 H -3.9662 0.0410 2.2748
77 H -5.4786 2.1414 -0.2034
78 H -4.4639 2.4043 -1.6063
79 H -5.0930 0.8057 -1.3324
80 H -3.5175 3.5637 1.0385
81 H -2.1218 2.8615 1.9093
82 H -3.8164 2.4229 2.3221
83 C -1.2207 -3.7822 1.3747
84 S -1.2987 -5.3525 0.5094
85 O -2.4292 -5.2591 -0.4613
86 C -1.8718 -6.3099 1.9134
87 H -0.9154 -3.0176 0.6609
88 H -2.2059 -3.5357 1.7775
89 H -0.4851 -3.8473 2.1769
90 H -2.8094 -5.8945 2.2834
91 H -1.1083 -6.2878 2.6916
92 H -2.0296 -7.3338 1.5807
93 C 2.3995 -3.0850 5.1072
94 S 2.3313 -4.6614 4.2485
95 O 1.2043 -4.5765 3.2755
96 C 1.7477 -5.6222 5.6484
97 H 2.7066 -2.3250 4.3908
98 H 1.4141 -2.8402 5.5042
99 H 3.1308 -3.1446 5.9131
100 H 0.8057 -5.2099 6.0102
101 H 2.4994 -5.6044 6.4371
102 H 1.5963 -6.6463 5.3136

Cartesian forces, eV/Å:
-0.2 0.1 0.4
-0.4 0.3 -0.6
0.1 -1.1 0.3
0.7 1.3 -2.0
-0.3 -0.1 0.2
-0.4 0.2 0.4
0.1 -0.2 0.0
0.4 -0.7 0.0
-0.1 0.2 -0.7
-0.1 0.2 -0.2
-0.4 0.4 0.2
0.0 0.2 0.7
0.9 -0.7 0.5
-0.2 0.2 0.8
0.5 -0.5 -0.5
0.3 0.1 0.0
-0.1 -0.5 0.7
0.7 0.4 -0.2
-0.4 -0.7 0.9
0.0 0.9 -0.3
-0.1 0.4 0.0
0.1 -0.3 -0.6
-0.3 -0.5 -0.1
-0.7 0.3 -0.3
0.4 0.1 0.3
0.0 -0.1 -0.6
0.2 0.6 0.4
-0.4 0.0 -0.2
0.6 0.4 0.1
0.3 0.4 -0.3
0.5 0.2 -0.9
-0.1 1.0 0.4
1.1 -0.5 1.1
-0.1 -0.3 -0.5
-0.4 0.8 -0.9
-1.2 -0.5 -0.2
-0.4 -1.0 1.4
-2.1 0.1 1.3
0.6 0.3 -0.2
0.8 0.0 -0.8
0.3 -0.3 -0.9
0.1 0.1 0.0
0.1 -0.2 0.0
0.0 0.0 -0.4
0.0 0.1 0.0
0.0 0.0 0.3
0.2 0.2 -0.1
0.1 0.3 0.3
0.1 0.0 0.1
0.0 0.0 0.0
0.1 -0.1 0.0
0.1 0.0 -0.1
0.0 0.0 -0.1
0.0 0.0 0.0
0.1 0.2 -0.3
-0.2 -0.1 -0.1
-0.1 0.1 0.0
-0.2 0.1 -0.1
-0.3 -0.2 -0.1
0.0 0.1 -0.1
0.0 0.0 0.0
-0.1 0.2 0.0
0.1 -0.2 -0.4
0.2 -0.1 0.1
0.0 0.0 0.3
0.0 0.2 0.0
0.0 -0.1 0.1
-0.1 -0.4 0.0
-0.5 -0.3 0.1
-0.1 -0.5 0.3
0.0 0.0 -0.1
-0.1 -0.2 0.4
0.4 0.2 -0.1
-0.2 -0.2 0.1
0.1 -0.2 -0.1
0.1 0.1 0.0
0.0 -0.2 0.2
0.0 0.1 0.1
-0.2 0.0 0.2
0.3 0.2 0.1
-0.1 0.3 0.3
0.1 -0.1 0.1
0.0 0.2 0.2
0.1 0.0 0.0
0.0 -0.1 0.3
-0.1 -0.1 0.1
0.0 -0.1 -0.1
0.0 -0.1 -0.1
0.0 -0.1 -0.1
0.0 0.0 -0.1
0.0 0.0 0.0
0.0 0.0 -0.1
0.0 0.1 0.0
0.1 0.0 0.0
-0.1 0.0 0.1
-0.1 0.0 0.1
0.0 0.0 -0.1
0.0 0.0 0.0
0.0 0.0 0.0
0.0 0.0 0.0
0.0 0.0 0.0
0.0 0.0 -0.1

Summary:
- total charge = +1

***

No. 2
C30H53Br19ClF3N3O3P | ωB97M-V with the def2-TZVPD basis set

Cartesian coordinates (Å):
1 C 3.3978 -0.8897 3.9923
2 C 2.2014 -0.2173 3.2608
3 C 1.1600 -1.2825 2.8683
4 Br -0.2192 -1.5444 4.2519
5 C 0.6811 -1.3739 1.4015
6 O 1.8092 -1.2113 0.5442
7 C 2.9350 -2.0622 0.6162
8 C 2.9406 -2.9526 -0.6785
9 C 4.3179 -1.3370 0.6162
10 C 4.3361 0.0234 -0.0485
11 F 4.1972 -0.0158 -1.4149
12 C 0.0688 -2.7743 1.1277
13 C 0.7011 -4.0309 1.7179
14 F -1.2460 -2.8259 1.5657
15 C -0.3632 -0.2601 0.8801
16 C 0.4527 1.0628 0.5066
17 C 1.0941 1.2253 -0.8945
18 F 2.0500 2.2909 -0.7175
19 N -1.4481 0.0286 1.7759
20 C -1.5014 1.2529 2.5831
21 C -0.3723 1.8471 3.4135
22 C -0.8571 3.2863 3.8481
23 C -0.0563 4.4033 3.1594
24 C -0.6159 4.7836 1.7784
25 N 0.4459 5.2514 0.8772
26 C -2.8492 -0.3923 1.7294
27 C -3.5900 -1.3680 0.8247
28 N -4.9003 -1.6781 1.5399
29 C -5.8887 -0.5930 1.3627
30 C -7.2400 -1.0199 1.9787
31 C -5.3740 -2.8389 0.8100
32 C -6.1188 -2.7189 -0.5080
33 O -5.1538 -3.9072 1.2192
34 P -0.7936 -0.6568 -0.9617
35 O -1.6354 -2.0211 -1.2325
36 Cl -2.2366 0.8548 -1.3627
37 H 2.9960 -1.2609 4.9406
38 H 3.7700 -1.7632 3.4603
39 H 4.1617 -0.1568 4.2388
40 H 2.6583 0.2507 2.3923
41 H 1.8393 0.4907 3.9945
42 H 1.7462 -2.1756 3.0539
43 H 3.0178 -2.7701 1.4403
44 H 1.9612 -2.9988 -1.1473
45 H 3.3254 -3.9435 -0.4287
46 H 3.6049 -2.5147 -1.4198
47 H 4.7450 -1.2422 1.6142
48 H 4.9948 -1.9812 0.0554
49 H 5.3133 0.4684 0.1494
50 H 3.6122 0.6664 0.4550
51 H 0.1446 -2.9096 0.0445
52 H 0.7691 -3.9815 2.8031
53 H 0.0099 -4.8498 1.5151
54 H 1.6458 -4.3199 1.2682
55 H 1.2560 1.2630 1.2079
56 H -0.2076 1.9279 0.5382
57 H 1.7104 0.4146 -1.2620
58 H 0.4499 1.6618 -1.6419
59 H -2.3178 1.2029 3.3014
60 H -1.8396 2.0581 1.9057
61 H 0.5916 2.0311 2.9479
62 H -0.1730 1.3679 4.3667
63 H -0.7776 3.3959 4.9265
64 H -1.8980 3.4163 3.5446
65 H -0.0689 5.3032 3.7758
66 H 0.9861 4.1095 3.0268
67 H -1.3017 5.6176 1.9258
68 H -1.1487 3.9566 1.2958
69 H 0.0510 5.8349 0.1502
70 H 0.8958 4.4636 0.4232
71 H -3.4582 0.5202 1.6134
72 H -3.1118 -0.7343 2.7374
73 H -3.1824 -2.3555 0.6353
74 H -3.9007 -0.9802 -0.1502
75 H -5.5506 0.2379 1.9801
76 H -5.9887 -0.2075 0.3419
77 H -8.0304 -1.1355 1.2390
78 H -7.5600 -0.2591 2.6884
79 H -7.1380 -1.9308 2.5644
80 H -6.0136 -1.7551 -1.0081
81 H -7.1869 -2.8531 -0.3336
82 H -5.8273 -3.4864 -1.2181
83 H -1.6985 -2.7374 -0.5897
84 C 4.8539 4.7256 0.5045
85 Br 5.0640 3.3661 -0.8387
86 Br 4.4292 6.4366 -0.2726
87 Br 3.5663 4.1977 1.8331
88 H 5.8045 4.8320 1.0073
89 C -7.1821 2.6463 -1.1274
90 Br -5.5075 2.1338 -0.3260
91 Br -7.7959 1.3207 -2.3863
92 Br -8.5171 3.0426 0.2059
93 H -7.0066 3.5567 -1.6827
94 C 2.2367 2.8682 -4.4491
95 Br 2.9401 4.0747 -5.7750
96 Br 0.3107 2.8016 -4.5032
97 Br 3.0203 1.1117 -4.6036
98 H 2.5163 3.2592 -3.4791
99 C 0.8663 -4.0076 -4.0212
100 Br 0.1605 -4.2595 -2.2481
101 Br -0.4209 -4.4384 -5.3876
102 Br 1.5567 -2.2190 -4.2228
103 H 1.6921 -4.6947 -4.1259
104 C 4.5868 -5.9857 -3.0097
105 Br 3.8283 -6.2290 -1.2542
106 Br 3.3518 -6.5137 -4.3945
107 Br 5.2065 -4.1804 -3.2711
108 H 5.4470 -6.6363 -3.0826
109 C 3.3487 3.3827 -10.2940
110 Br 3.8764 1.8395 -9.2649
111 Br 1.6081 4.0326 -9.7757
112 Br 4.6797 4.7758 -10.2243
113 H 3.2738 3.0655 -11.3243

Cartesian forces, eV/Å:
-1.3 -0.1 0.6
1.1 -0.5 0.4
0.6 0.0 0.4
0.2 0.1 -0.2
-0.6 0.0 0.1
-0.1 0.4 0.8
1.6 -1.3 -1.9
0.1 0.7 0.7
-0.7 0.1 -0.5
0.9 0.1 1.5
-0.5 -0.1 -0.3
1.2 -0.7 0.3
-0.2 -0.1 0.2
-0.3 0.2 -0.5
0.0 0.5 -0.6
-0.2 0.1 -0.7
1.3 0.8 0.6
-0.2 0.0 0.2
0.0 -0.2 0.7
0.3 0.7 -0.7
-0.1 1.6 0.8
0.5 -0.1 -0.7
-0.3 -0.1 -0.2
0.5 0.1 -0.3
-0.1 0.2 0.1
-0.8 0.1 0.3
-1.1 -0.6 0.0
-0.2 0.2 -1.7
-0.2 -0.1 1.3
0.1 0.4 -0.1
-0.6 2.1 -0.9
-0.4 0.8 -0.4
0.9 -3.4 1.4
0.4 -0.2 -0.7
-0.4 0.3 0.2
0.1 -0.4 0.5
0.2 -0.1 0.1
0.3 0.2 -0.1
0.2 -0.1 -0.2
-0.6 0.4 -0.2
-0.3 0.4 -0.5
-0.3 -0.4 -0.4
-0.8 0.4 0.4
0.2 -0.1 0.4
-0.2 0.3 -0.2
0.0 0.0 -0.1
-0.1 0.2 0.1
0.1 -0.1 0.1
0.1 0.1 -0.1
-0.3 0.2 -0.7
-0.4 0.2 0.1
0.2 0.1 0.0
-0.1 0.0 -0.1
0.1 0.2 0.0
0.0 -0.3 0.0
-0.3 -0.2 0.4
-0.3 -0.2 0.0
-0.4 -0.4 -0.2
-0.1 -0.6 0.0
0.0 0.0 0.1
-0.1 -0.4 -0.4
-0.1 -0.8 -0.2
-0.1 0.0 0.1
-0.2 0.0 0.3
0.2 0.0 0.0
0.0 0.0 0.2
-0.3 -0.1 -0.1
-0.3 -0.1 0.4
0.1 -0.1 -0.1
0.1 0.1 0.0
0.2 0.1 -0.1
0.2 -0.2 0.0
0.5 0.3 0.4
0.6 0.4 0.0
0.2 0.1 -0.2
0.0 -0.5 0.2
0.0 -0.1 0.0
-0.2 0.1 -0.1
0.1 -0.2 -0.1
0.1 0.0 0.1
0.0 0.0 0.1
0.3 -0.2 0.3
-0.2 0.4 0.2
0.0 0.0 0.0
0.1 0.1 -0.1
0.0 -0.1 0.0
0.1 0.0 0.0
0.0 0.0 0.0
0.0 0.0 0.0
0.1 0.6 -0.3
0.0 0.0 0.1
0.1 -0.1 -0.1
0.0 0.0 0.0
0.0 0.0 0.0
0.0 -0.1 0.0
0.1 -0.1 0.0
0.0 0.1 0.0
0.0 -0.1 0.0
0.0 0.3 0.0
-0.3 -0.7 -0.5
0.1 0.0 0.1
-0.1 -0.1 0.0
-0.1 0.1 0.0
0.0 0.1 0.0
0.1 -0.5 -0.3
0.2 -0.2 0.0
0.0 -0.1 -0.1
0.0 0.0 0.0
0.0 0.0 0.0
-0.1 0.1 0.0
0.1 0.0 0.0
-0.1 -0.1 0.0
0.0 0.0 0.0

Summary:
- total charge = 0

***

For each record above, in turn, the calculated E_HOMO values are -0.384; -0.287 Ha.
For each record above, in turn, the calculated E_LUMO values are -3.60; -0.46 eV.